95
Properties=species:S:1:pos:R:3:forces:R:3 method="wB97M-V/def2-TZVPD" energy_ev=-81129.51295 total_charge=+1 de_lowest_kcal_mol=206.3 spin_multiplicity=1 homo_energy_ev=-9.3 fmax_ev_per_a=13.4
C 2.4599 -0.6146 1.4447 0.6 0.2 -1.2
C 2.4779 -0.1839 -0.8870 0.4 -0.1 1.1
C 3.8126 -0.9717 1.4097 -0.1 0.0 0.0
C 3.8307 -0.5545 -0.9715 -0.2 0.1 0.1
C 4.5081 -0.9279 0.1905 -0.4 0.1 0.1
H 4.3070 -1.3011 2.3277 -0.2 0.1 -0.4
H 4.3318 -0.5481 -1.9434 -0.2 0.0 0.4
H 5.5657 -1.2073 0.1490 -0.4 0.1 0.0
N 1.8276 -0.1830 0.3152 3.1 -0.7 0.2
P -0.1655 -1.1647 2.2009 0.1 -3.2 3.7
P 0.3646 1.4683 -1.7252 1.2 1.9 -3.4
C 1.6132 -0.7518 2.6852 -0.3 0.2 0.2
H 2.0737 -1.4629 3.3921 -0.2 0.3 -0.3
H 1.5262 0.2277 3.1935 0.3 -0.4 -0.1
C -2.2264 0.5577 0.3214 -12.8 -1.1 -2.2
O -3.3956 0.6793 0.2765 2.5 -0.3 -0.1
C 1.6059 0.0683 -2.0779 -0.2 0.3 0.2
H 2.2037 0.2019 -2.9913 -0.2 0.0 0.3
C -0.7720 1.4968 -3.2873 0.3 0.2 0.1
C 1.4147 3.0684 -1.6610 0.0 -0.1 -0.4
C -0.1706 -3.0430 1.8247 0.0 -0.1 0.4
C -1.1441 -0.8346 3.8137 0.3 -0.4 0.0
C -2.1586 0.9173 -2.9264 0.0 -0.1 0.0
H -2.7582 1.6465 -2.3608 0.2 -0.2 -0.2
H -2.6870 0.6948 -3.8725 0.1 0.1 0.4
H -2.0979 -0.0035 -2.3309 0.1 0.1 -0.3
C -1.0164 2.9515 -3.7414 0.0 0.1 -0.2
H -1.5580 3.5282 -2.9729 0.2 -0.2 -0.3
H -0.0906 3.4866 -4.0034 -0.4 -0.2 0.1
H -1.6510 2.9251 -4.6463 0.2 0.0 0.4
C -0.1615 0.6751 -4.4409 -0.1 0.0 -0.3
H -0.5850 1.0353 -5.3973 0.2 -0.2 0.4
H 0.9341 0.7745 -4.5028 -0.5 0.0 -0.1
H -0.4133 -0.3941 -4.3531 0.2 0.4 0.0
C 0.4906 4.2709 -1.3607 -0.1 0.1 0.4
H -0.4785 3.9343 -0.9609 0.1 0.2 0.0
H 0.9740 4.8994 -0.5893 -0.4 -0.1 -0.4
H 0.3094 4.9030 -2.2406 0.0 -0.3 0.3
C 2.4059 2.9467 -0.4808 0.1 0.0 0.1
H 1.9449 2.4737 0.3991 0.2 0.2 -0.1
H 3.3100 2.3816 -0.7551 -0.4 0.0 0.2
H 2.7219 3.9663 -0.1924 0.0 -0.5 -0.1
C 2.2344 3.3073 -2.9440 0.5 -0.1 -0.3
H 2.0925 2.4914 -3.6742 0.2 0.4 0.2
H 1.9898 4.2611 -3.4369 0.1 -0.4 0.1
H 3.3090 3.3356 -2.6823 -0.4 0.0 -0.3
C -2.6361 -1.1323 3.5579 -0.2 0.1 0.0
H -3.2460 -0.4187 4.1423 0.1 -0.4 -0.2
H -2.8914 -1.0012 2.4926 -0.1 -0.1 0.4
H -2.9249 -2.1491 3.8681 0.1 0.4 -0.2
C -1.0186 0.6614 4.1619 0.0 0.1 0.4
H 0.0273 1.0084 4.1676 -0.4 0.0 0.1
H -1.5838 1.2885 3.4564 0.6 -0.9 1.4
H -1.4292 0.8158 5.1774 0.2 0.0 -0.4
C -0.6163 -1.6463 5.0156 0.5 0.2 0.4
H -0.5819 -0.9839 5.9007 0.0 -0.5 -0.2
H -1.2480 -2.5087 5.2691 0.2 0.2 -0.2
H 0.4119 -2.0060 4.8389 -0.5 0.1 0.3
C 0.7244 -3.2692 0.5867 0.1 0.0 -0.5
H 1.4458 -4.0900 0.7389 -0.2 0.4 0.1
H 0.0756 -3.5471 -0.2646 0.6 0.3 0.3
H 1.2639 -2.3516 0.3107 -0.1 -0.8 -0.1
C -1.6213 -3.4164 1.4418 0.0 -0.1 0.2
H -2.0472 -2.6324 0.7921 0.1 -0.4 0.1
H -1.6054 -4.3710 0.8820 0.0 0.5 0.3
H -2.2677 -3.5533 2.3226 0.2 0.1 -0.3
C 0.3487 -3.9471 2.9567 -0.2 -0.1 0.3
H 1.3852 -3.6976 3.2448 -0.4 -0.1 -0.1
H -0.2857 -3.9129 3.8565 0.3 0.0 -0.4
H 0.3502 -4.9926 2.5948 0.0 0.4 0.1
Ca -0.3113 0.3331 0.3111 7.6 -1.1 -1.5
N -0.2579 -1.2336 -1.1677 0.9 -0.6 -3.0
C 0.6393 -1.1795 -2.0793 -1.8 -0.3 1.4
C 0.8486 -2.2563 -3.0868 0.3 -0.7 -0.8
C -0.2636 -3.0474 -3.4577 0.4 0.1 0.1
C 2.0964 -2.5376 -3.6837 -0.4 0.0 0.0
C -0.1322 -4.0753 -4.3934 0.2 0.1 0.0
H -1.2228 -2.8218 -2.9817 0.3 -0.1 -0.2
C 2.2287 -3.5731 -4.6200 -0.2 0.0 0.1
H 2.9805 -1.9518 -3.4138 -0.3 -0.2 -0.1
C 1.1164 -4.3450 -4.9808 0.0 0.3 0.2
H -1.0074 -4.6734 -4.6707 0.4 0.3 0.1
H 3.2073 -3.7767 -5.0686 -0.4 0.1 0.2
H 1.2197 -5.1518 -5.7143 0.0 0.4 0.3
C -4.1416 2.6567 3.6516 -1.0 -1.2 0.2
N -2.9834 3.1935 2.9684 3.1 -3.5 -3.4
C -2.6281 4.5938 3.0530 1.1 1.2 -0.5
C -2.1531 2.3047 2.1427 0.8 0.4 -0.7
N -1.4409 1.5423 1.4345 -5.8 9.4 7.6
H -4.6857 3.4426 4.2164 0.6 -0.3 -0.6
H -3.8254 1.8750 4.3710 -0.3 0.4 -0.3
H -4.8381 2.2115 2.9106 0.3 0.2 0.6
H -1.6081 4.6928 3.4806 -0.6 0.1 -0.2
H -2.6423 5.0432 2.0373 0.0 -0.1 0.7
H -3.3342 5.1595 3.6967 0.4 -0.7 -0.4

---

66
Properties=species:S:1:pos:R:3:forces:R:3 method="wB97M-V/def2-TZVPD" energy_ev=-35407.04822 total_charge=+1 spin_multiplicity=1 homo_energy_ev=-11.4 fmax_ev_per_a=1.3
N 1.9683 -1.0794 2.1778 -0.2 0.0 0.1
C 3.0427 -1.6814 1.8702 0.1 -0.3 0.1
N 3.6516 -2.7496 2.6075 0.2 0.6 0.2
N 3.7405 -1.3207 0.7287 0.0 -0.8 -0.4
C 3.0158 -1.5311 -0.5346 0.6 0.4 0.4
C 2.8320 -2.9959 -0.8982 -0.2 -0.2 -0.3
C 1.8701 -3.2445 -2.0765 0.2 0.2 0.4
C 0.6519 -2.3360 -2.1518 -0.4 -0.2 -0.5
N -0.4860 -2.7234 -1.2934 1.0 0.8 0.4
C -0.2928 -3.5985 -0.1358 -0.3 -0.3 1.0
C -1.6540 -3.4826 0.6026 0.1 -0.6 -0.1
N -2.3634 -2.3865 -0.0758 0.4 0.4 0.5
C -1.3693 -1.7982 -0.8618 -0.3 -0.9 -0.4
N -1.3159 -0.5285 -1.0842 -0.4 0.5 -0.6
C -2.2802 0.4479 -0.5855 -0.1 0.2 0.5
C -1.6557 1.4258 0.3891 0.3 0.1 -0.1
C -2.5060 2.3927 0.9239 0.6 0.2 0.2
C -2.0121 3.3028 1.8552 0.1 -0.4 -0.2
C -0.6741 3.2508 2.2521 -0.2 -0.4 -0.4
C 0.1633 2.2802 1.7128 -0.2 0.0 -0.1
C -0.3144 1.3658 0.7747 -0.7 0.4 0.2
H 1.5913 -1.5019 3.0208 -0.2 0.1 0.0
H 3.2439 -3.6331 2.3346 0.2 -0.2 -0.1
H 3.5177 -2.6201 3.6021 -0.1 -0.1 0.1
H 4.6477 -1.7659 0.7125 0.0 -0.1 0.0
H 2.0729 -1.0174 -0.3970 -0.1 0.2 -0.1
H 3.6120 -1.0471 -1.3050 -0.2 0.3 -0.2
H 3.8040 -3.3950 -1.1782 0.1 -0.1 0.0
H 2.5085 -3.5900 -0.0464 -0.1 0.1 0.3
H 2.4073 -3.1021 -3.0087 0.1 0.0 -0.2
H 1.5489 -4.2823 -2.0604 0.0 -0.1 -0.2
H 0.9324 -1.3006 -1.9804 0.2 0.1 0.2
H 0.2863 -2.3667 -3.1758 -0.2 0.0 -0.1
H 0.4637 -3.1920 0.5343 0.2 0.2 -0.2
H -0.0065 -4.6202 -0.3497 -0.1 -0.1 -0.5
H -1.5100 -3.2534 1.6519 0.1 0.2 0.1
H -2.2274 -4.4014 0.5805 -0.1 -0.1 -0.3
H -3.0932 -2.7365 -0.6816 -0.3 0.2 0.0
H -0.5644 -0.1563 -1.6460 0.1 -0.1 0.0
H -2.7469 0.9631 -1.4195 0.1 0.0 -0.2
H -3.0641 -0.0818 -0.0589 -0.1 -0.2 -0.1
H -3.5388 2.4314 0.6157 -0.1 0.0 0.0
H -2.6908 4.0301 2.2698 0.0 0.2 0.1
H -0.2786 3.9422 2.9762 0.0 0.2 0.1
H 1.1931 2.2139 2.0275 0.1 0.0 0.0
H 0.3392 0.6028 0.3872 0.2 -0.1 0.1
C 5.4243 1.6266 0.5653 0.1 -0.1 -0.1
C 5.4330 1.9216 -0.9132 0.0 0.0 0.0
O 5.5361 1.0329 -1.7294 -0.1 0.0 0.0
C 5.2969 3.3656 -1.3279 0.0 -0.1 -0.2
H 5.5287 0.5568 0.7072 0.0 0.0 0.1
H 6.2460 2.1412 1.0659 -0.1 0.1 0.0
H 4.4787 1.9525 1.0016 0.0 0.1 0.1
H 6.1206 3.9512 -0.9177 -0.1 0.0 0.1
H 4.3561 3.7742 -0.9557 0.1 0.1 0.1
H 5.3142 3.4368 -2.4128 0.0 0.0 0.0
C -7.2575 1.9981 -1.5226 0.2 -0.2 0.0
C -6.5460 2.3665 -0.2460 -0.1 0.0 0.0
O -5.6312 1.6983 0.1874 0.0 0.0 -0.1
C -7.0253 3.6025 0.4696 0.2 -0.1 0.1
H -6.8211 1.0924 -1.9372 0.0 0.0 0.0
H -8.3159 1.8261 -1.3237 0.0 0.1 0.0
H -7.1642 2.8071 -2.2485 -0.1 0.0 0.0
H -8.0749 3.4911 0.7443 0.0 0.1 -0.1
H -6.9230 4.4732 -0.1797 -0.1 0.0 0.0
H -6.4358 3.7559 1.3705 0.0 0.0 0.0